The following is a quantum chemistry calculation of C18H25AsBCrF6N3O9S2Sb as an isolated structure at a distorted geometry, from the OMol25 dataset.

Properties
Multiplicity: 3
Net charge: -1
HOMO energy (alpha / beta) (eV): -6.3057 / -6.3409
⟨S²⟩: 2.08
DFT total energy (eV): -176427.0011

Each line ends with the natural charge from an NBO analysis.
Atoms and positions in Å:
Cr 1.144 -0.019 0.224  1.208
O 3.025 -2.236 1.716  -1.013
As 1.907 -1.569 2.881  2.438
O 2.659 -1.399 4.314  -1.134
O 1.407 -0.128 2.067  -0.984
C 0.479 -2.879 3.086  -0.416
C 0.463 -3.446 4.349  -0.181
C -0.481 -4.422 4.666  -0.199
C -1.406 -4.839 3.730  -0.201
C -1.415 -4.274 2.458  -0.198
C -0.481 -3.306 2.153  -0.239
S -0.614 -2.477 0.613  2.433
O -1.598 -3.070 -0.217  -0.893
O 0.854 -2.589 0.096  -1.081
O -0.737 -1.073 1.003  -0.921
H 3.844 -2.435 2.190  0.507
H 1.197 -3.110 5.070  0.260
H -0.486 -4.855 5.659  0.214
H -2.131 -5.602 3.983  0.214
H -2.130 -4.576 1.705  0.245
F 1.970 -0.407 -1.291  -0.540
Sb 1.772 -3.957 -1.175  3.185
F 1.057 -3.053 -2.657  -0.683
F 3.303 -2.913 -1.173  -0.653
F 2.586 -5.230 -2.291  -0.683
F 2.317 -4.836 0.384  -0.675
F 0.187 -4.960 -1.092  -0.680
C -2.420 3.729 -1.200  -0.630
C -1.317 3.465 -0.199  0.253
C -0.445 4.697 -0.015  -0.636
O -0.460 2.418 -0.735  -0.808
B -0.076 1.648 0.327  1.091
O -0.693 1.964 1.503  -0.768
C -1.794 2.844 1.153  0.242
C -3.021 1.957 0.999  -0.635
C -1.985 3.844 2.273  -0.625
H -1.991 4.155 -2.109  0.217
H -3.137 4.447 -0.793  0.209
H -2.946 2.814 -1.467  0.225
H 0.015 4.946 -0.972  0.222
H 0.354 4.511 0.703  0.230
H -1.032 5.553 0.324  0.210
H -2.851 1.184 0.246  0.230
H -3.903 2.538 0.727  0.205
H -3.208 1.454 1.948  0.226
H -1.052 4.345 2.523  0.228
H -2.344 3.327 3.163  0.222
H -2.727 4.596 1.990  0.205
O -0.500 -0.390 -1.405  -0.972
S -1.001 0.327 -2.645  1.255
C 0.444 1.020 -3.493  -0.594
C 0.977 -0.070 -4.411  -0.423
C -0.265 -0.717 -5.021  -0.404
C -1.182 -1.021 -3.839  -0.609
H 1.136 1.345 -2.719  0.278
H 0.070 1.891 -4.039  0.214
H 1.526 -0.799 -3.813  0.256
H 1.650 0.338 -5.167  0.215
H -0.036 -1.628 -5.575  0.229
H -0.749 -0.017 -5.709  0.190
H -0.844 -1.894 -3.281  0.285
H -2.235 -1.126 -4.092  0.225
N 4.796 5.225 1.028  -0.484
C 4.516 4.167 0.647  0.450
N 4.282 2.980 0.148  -0.671
C 3.310 2.190 0.260  0.677
N 2.447 1.405 0.282  -0.556